1.
{
  "formula": "C18H31Cl8Mg2O10",
  "method": "ωB97M-V/def2-TZVPD",
  "largest_force_ev_per_a": 4.7,
  "relative_energy_kj_mol": 263.43,
  "total_charge": -1,
  "homo_lumo_gap_ev": 6.63,
  "total_energy_ev": -150726.112,
  "elements": ["Mg", "Mg", "C", "C", "O", "O", "H", "H", "H", "C", "C", "O", "O", "H", "H", "H", "C", "C", "O", "O", "H", "H", "H", "C", "C", "O", "O", "H", "H", "H", "C", "C", "O", "O", "H", "H", "H", "Cl", "C", "C", "Cl", "H", "H", "H", "H", "Cl", "C", "C", "Cl", "H", "H", "H", "H", "Cl", "C", "C", "Cl", "H", "H", "H", "H", "Cl", "C", "C", "Cl", "H", "H", "H", "H"],
  "coordinates": [[0.189, 1.220, -1.977], [3.358, -0.131, -0.441], [0.007, -0.059, 2.189], [0.672, -0.123, 0.836], [0.138, 0.424, -0.154], [1.824, -0.651, 0.690], [0.752, 0.275, 2.908], [-0.388, -1.047, 2.418], [-0.803, 0.644, 2.003], [0.934, 4.353, -3.456], [1.548, 3.933, -2.128], [1.156, 2.916, -1.427], [2.378, 4.620, -1.484], [-0.104, 4.662, -3.348], [1.037, 3.572, -4.206], [1.560, 5.209, -3.711], [-2.490, 0.908, -4.725], [-1.406, 0.982, -3.661], [-0.260, 1.445, -3.928], [-1.594, 0.541, -2.518], [-2.274, 1.218, -5.744], [-3.338, 1.462, -4.318], [-2.860, -0.117, -4.783], [5.293, 2.279, 1.889], [4.487, 1.392, 0.994], [4.685, 0.161, 0.959], [3.661, 1.854, 0.181], [5.253, 1.824, 2.879], [4.818, 3.256, 1.948], [6.316, 2.327, 1.520], [2.826, -0.544, -4.357], [2.981, -0.188, -2.892], [4.051, -0.351, -2.258], [2.036, 0.208, -2.211], [2.856, -1.638, -4.364], [3.632, -0.164, -4.978], [1.815, -0.392, -4.730], [-2.773, -3.569, -2.536], [-2.179, -3.910, -0.821], [-1.123, -2.917, -0.385], [0.343, -3.136, -1.461], [-1.841, -4.944, -0.780], [-3.050, -3.840, -0.172], [-0.861, -3.115, 0.649], [-1.490, -1.934, -0.671], [4.131, -3.138, 2.259], [2.697, -3.958, 2.981], [1.413, -3.149, 2.904], [0.211, -3.971, 3.909], [2.806, -3.982, 4.065], [2.604, -4.889, 2.430], [1.087, -3.182, 1.864], [1.487, -2.126, 3.258], [-2.525, 6.445, 1.984], [-3.292, 4.898, 2.096], [-3.322, 4.281, 0.671], [-2.298, 2.820, 0.608], [-4.279, 5.011, 2.537], [-2.634, 4.252, 2.673], [-2.911, 4.969, -0.060], [-4.386, 4.106, 0.515], [-2.689, -2.313, 2.326], [-3.626, -3.723, 2.882], [-4.557, -3.177, 3.991], [-5.365, -4.488, 4.917], [-2.899, -4.335, 3.412], [-4.140, -4.180, 2.042], [-5.356, -2.517, 3.660], [-3.930, -2.570, 4.642]],
  "forces_ev_per_a": [[2.060, 0.649, 1.108], [-0.984, 1.094, 0.103], [-0.004, 0.016, -1.173], [1.835, 0.402, -2.040], [-1.310, -0.046, 0.835], [-0.474, -0.626, 1.317], [-0.237, -0.017, 0.183], [0.046, 0.078, 0.310], [-0.090, 0.020, 0.718], [1.232, 0.148, 0.305], [1.060, 0.150, 4.572], [-2.188, -1.674, -2.173], [-0.290, 1.100, -2.686], [-0.022, -0.165, 0.076], [-0.215, -0.005, 0.029], [-0.309, 0.105, -0.417], [-0.674, -0.393, 0.665], [1.098, 0.092, -1.953], [-0.271, 0.381, -1.061], [-1.720, -0.724, 1.292], [0.488, 0.326, 0.295], [-0.043, 0.177, -0.213], [0.151, -0.107, 0.142], [-0.657, -0.110, 0.564], [-0.356, 1.126, -1.374], [1.564, -2.474, 1.235], [-0.455, 0.821, 0.024], [0.401, 0.049, 0.061], [0.244, 0.071, -0.197], [-0.006, 0.063, 0.111], [-0.269, -0.915, 0.540], [0.575, -0.021, -0.462], [1.987, -1.091, -0.978], [-2.850, 0.598, 0.462], [0.554, -0.094, -0.042], [-0.151, 0.087, 0.002], [0.163, 0.882, 0.024], [0.327, -0.295, 1.127], [-0.386, -0.101, -0.455], [0.041, -0.551, -1.940], [-0.273, -0.017, 0.682], [0.154, 0.075, -0.272], [-0.057, 0.231, -0.121], [0.179, 0.412, -0.096], [0.243, 0.285, 0.778], [-0.550, 0.015, 0.231], [-0.014, 1.075, 0.563], [0.369, 0.023, -1.564], [-0.456, -0.301, 0.252], [0.914, -0.963, -0.151], [-0.086, -0.204, 0.574], [-0.345, 0.437, 0.131], [0.271, -0.107, -0.112], [0.474, 1.487, 0.342], [0.662, -1.149, -0.824], [-0.458, 0.258, 0.976], [-0.437, -0.021, -0.195], [0.080, -0.093, -0.012], [-0.336, 0.148, 0.412], [-0.184, -0.027, 0.010], [0.247, -0.646, -0.746], [-0.273, 0.172, -0.230], [-0.396, 0.779, 1.422], [0.079, 0.136, -0.372], [0.308, 0.127, -0.164], [-0.105, -0.494, -0.519], [0.121, -0.163, 0.139], [0.090, -0.171, -0.411], [-0.089, -0.332, 0.340]],
  "mulliken_charge": [1.299, 0.871, -0.659, 0.812, 0.077, -0.841, 0.328, -0.232, -0.039, -0.957, 0.729, -0.945, -0.746, 0.208, 0.233, 0.288, -1.289, 1.382, -0.586, -0.642, 0.332, 0.312, 0.309, -1.275, 1.083, -0.813, -0.684, 0.331, 0.284, 0.288, -1.292, 1.214, -0.677, -0.559, 0.344, 0.336, 0.220, -0.212, -0.372, 0.123, -0.177, 0.417, 0.095, -0.174, 0.237, -0.170, -0.531, 0.316, -0.227, 0.319, 0.314, -0.157, 0.141, -0.215, -0.207, -0.587, -0.116, 0.300, 0.194, 0.346, 0.245, -0.063, -0.447, -0.482, -0.223, 0.218, 0.399, 0.342, 0.311]
}

---

2.
{
  "formula": "C29H21F3NO5S",
  "method": "ωB97M-V/def2-TZVPD",
  "largest_force_ev_per_a": 2.8,
  "total_charge": -1,
  "homo_lumo_gap_ev": 3.89,
  "total_energy_ev": -61126.698,
  "elements": ["O", "N", "O", "C", "C", "C", "C", "C", "C", "C", "C", "C", "C", "C", "C", "C", "O", "C", "C", "H", "H", "H", "H", "H", "H", "H", "H", "H", "H", "H", "F", "C", "F", "F", "C", "C", "C", "C", "C", "S", "C", "C", "C", "C", "C", "C", "O", "O", "C", "C", "H", "H", "H", "H", "H", "H", "H", "H", "H", "H"],
  "coordinates": [[-5.688, 2.988, 1.355], [-5.823, 2.015, 0.574], [-6.882, 1.360, 0.486], [-4.683, 1.602, -0.176], [-4.662, 0.309, -0.746], [-3.438, -0.284, -1.010], [-2.214, 0.420, -0.797], [-0.918, -0.184, -1.079], [0.089, 0.546, -1.614], [1.165, -0.046, -2.423], [1.817, 0.838, -3.458], [1.268, 2.067, -3.866], [1.869, 2.822, -4.880], [3.014, 2.342, -5.529], [3.559, 1.108, -5.141], [2.974, 0.372, -4.108], [1.496, -1.233, -2.302], [-2.291, 1.766, -0.354], [-3.503, 2.358, -0.046], [-5.610, -0.194, -0.920], [-3.399, -1.299, -1.410], [-0.826, -1.263, -0.946], [0.085, 1.633, -1.524], [0.361, 2.428, -3.382], [1.440, 3.784, -5.162], [3.481, 2.924, -6.327], [4.445, 0.721, -5.643], [3.405, -0.579, -3.795], [-1.370, 2.335, -0.223], [-3.562, 3.377, 0.324], [5.768, -4.409, 0.171], [5.365, -3.254, -0.444], [6.432, -2.400, -0.457], [5.092, -3.571, -1.755], [4.169, -2.645, 0.230], [3.995, -1.262, 0.194], [2.834, -0.712, 0.708], [1.816, -1.529, 1.298], [0.608, -0.937, 1.727], [-0.475, -1.718, 2.816], [-1.516, -0.424, 3.543], [-1.244, 0.071, 4.826], [-2.121, 0.982, 5.425], [-3.267, 1.408, 4.747], [-3.531, 0.920, 3.466], [-2.670, -0.006, 2.875], [-1.401, -2.566, 2.092], [0.237, -2.237, 3.963], [2.081, -2.939, 1.385], [3.232, -3.481, 0.840], [4.760, -0.624, -0.241], [2.659, 0.364, 0.664], [0.378, 0.096, 1.496], [-0.365, -0.282, 5.362], [-1.912, 1.348, 6.431], [-3.958, 2.112, 5.206], [-4.419, 1.252, 2.927], [-2.904, -0.433, 1.901], [1.344, -3.598, 1.849], [3.414, -4.555, 0.877]],
  "forces_ev_per_a": [[-0.345, -1.625, -1.477], [-2.251, 1.003, 1.353], [1.725, 1.065, -0.013], [1.571, -0.865, -0.226], [-0.010, 0.726, 0.480], [0.911, 0.349, -0.213], [-1.217, 0.855, 0.794], [0.809, -0.115, -0.545], [-0.613, -0.003, 0.426], [0.910, -1.930, 0.610], [0.237, 0.146, -0.550], [0.220, -0.164, 0.092], [0.164, -0.271, 0.038], [-0.185, -0.241, 0.352], [-0.277, 0.227, 0.177], [-0.053, 0.138, -0.082], [-0.510, 1.831, -0.523], [-0.108, -0.407, -0.342], [-0.344, -0.446, -0.052], [0.296, -0.051, 0.227], [-0.006, 0.279, 0.177], [0.002, 0.155, -0.507], [-0.321, -0.262, -0.397], [0.252, -0.002, -0.252], [0.092, -0.264, 0.035], [-0.157, -0.183, 0.246], [-0.194, 0.104, 0.142], [-0.193, 0.216, -0.048], [-0.289, -0.162, 0.038], [0.051, -0.283, 0.120], [0.061, 0.559, -0.681], [-0.741, 0.397, 0.496], [-0.290, -0.702, -0.254], [0.635, -0.046, 0.602], [0.979, -0.386, -0.255], [-0.620, 0.041, 0.083], [-0.096, -0.248, 0.021], [0.039, -0.201, -0.031], [-0.454, 0.171, 0.449], [0.510, 1.446, -0.559], [-0.253, 0.351, 0.009], [-0.120, 0.015, -0.175], [0.013, -0.160, -0.233], [0.181, -0.127, -0.195], [0.117, -0.093, 0.027], [0.103, 0.058, 0.099], [-0.309, -0.565, 0.237], [0.023, -0.848, 0.186], [0.128, 0.121, -0.082], [-0.406, 0.442, 0.152], [-0.129, -0.104, 0.018], [0.137, -0.220, 0.052], [0.003, -0.056, 0.215], [-0.167, 0.039, -0.210], [-0.045, -0.082, -0.242], [0.167, -0.123, -0.049], [0.181, -0.075, 0.189], [0.075, 0.079, 0.179], [0.213, 0.255, -0.143], [-0.103, 0.241, 0.013]],
  "mulliken_charge": [-0.559, 0.969, -0.623, -0.146, -0.636, -0.303, 0.609, -0.021, -0.212, 0.245, 0.254, -0.270, -0.738, -0.316, -0.562, -0.421, -0.674, -0.137, -0.712, 0.445, 0.443, 0.332, 0.258, 0.401, 0.355, 0.358, 0.368, 0.482, 0.364, 0.392, -0.288, 0.932, -0.291, -0.265, 0.279, -0.633, -0.855, 1.164, -0.865, 1.259, -0.299, -0.285, -0.477, -0.589, -0.460, -0.171, -0.669, -0.732, -0.601, -1.083, 0.403, 0.379, 0.518, 0.427, 0.347, 0.392, 0.282, 0.541, 0.340, 0.352]
}

---

no.,E_HOMO (eV)
1,-4.726
2,-3.285